{
  "formula": "C44H113B2BrN3O13S2Si",
  "method": "ωB97M-V with the def2-TZVPD basis set",
  "species": ["Br", "S", "S", "Si", "O", "O", "O", "O", "O", "O", "O", "O", "O", "O", "O", "O", "O", "N", "N", "N", "C", "C", "C", "C", "C", "C", "C", "C", "C", "C", "C", "C", "C", "C", "C", "C", "C", "C", "C", "C", "C", "C", "C", "C", "C", "C", "C", "C", "C", "C", "C", "C", "C", "C", "C", "C", "C", "C", "C", "C", "C", "C", "C", "C", "B", "B", "H", "H", "H", "H", "H", "H", "H", "H", "H", "H", "H", "H", "H", "H", "H", "H", "H", "H", "H", "H", "H", "H", "H", "H", "H", "H", "H", "H", "H", "H", "H", "H", "H", "H", "H", "H", "H", "H", "H", "H", "H", "H", "H", "H", "H", "H", "H", "H", "H", "H", "H", "H", "H", "H", "H", "H", "H", "H", "H", "H", "H", "H", "H", "H", "H", "H", "H", "H", "H", "H", "H", "H", "H", "H", "H", "H", "H", "H", "H", "H", "H", "H", "H", "H", "H", "H", "H", "H", "H", "H", "H", "H", "H", "H", "H", "H", "H", "H", "H", "H", "H", "H", "H", "H", "H", "H", "H", "H", "H", "H", "H", "H", "H"],
  "positions_angstrom": [[-1.353690, 2.259731, 2.968083], [2.316124, 2.233210, -3.483473], [0.475817, -2.936311, -7.715245], [-1.929904, -1.016820, -1.243943], [-1.600513, -4.396988, 2.442719], [0.388288, -1.072517, -2.780958], [3.689888, 1.206135, -1.321314], [2.817370, 5.230728, -2.553844], [4.017297, -5.022239, 2.715089], [3.945883, -1.207931, -3.357193], [-1.256476, 0.607349, 6.766460], [1.996942, 4.914429, 3.386856], [-3.412234, 4.757105, -1.799037], [-5.681223, -2.706553, -4.142950], [-1.910201, -4.979650, -5.501744], [5.344904, -4.386390, -1.058628], [-2.420571, 7.537170, 5.700661], [1.501287, 0.952014, -2.505150], [2.492018, -2.561370, -1.865213], [2.022683, -0.058765, -0.177603], [-3.897749, 6.252421, 7.130458], [5.907707, -6.742491, -1.300673], [-7.175176, -4.102803, -2.838926], [-3.245946, 5.421435, 4.846363], [-3.119391, -2.286085, -1.896412], [-0.618912, -5.408470, 2.665773], [0.816801, 4.679365, 5.479108], [0.606401, -0.935326, 6.623464], [-4.036011, 5.463743, -0.715824], [2.667407, 6.305743, -1.608545], [-1.395630, -2.862728, -4.347420], [1.471769, 5.644875, 4.506218], [-0.162513, 1.919246, 0.399507], [-0.502584, 2.199182, -3.431030], [-2.369008, -4.031480, -4.534457], [1.707097, -0.276696, -4.754999], [-0.780395, -0.182536, -2.610644], [1.536669, -0.438515, -3.250668], [-1.041041, 2.880175, 1.175539], [-4.944443, 6.561709, -1.239267], [3.019575, 5.831163, -0.208541], [0.760072, -4.780714, 2.765346], [-0.910577, -1.973043, -0.011443], [-0.031779, 1.248887, -2.309260], [-6.032989, -4.061033, -3.840167], [-0.960515, -6.220542, 3.904978], [0.866769, 1.324049, 7.696588], [0.509689, 6.719579, 4.033318], [5.964381, -6.440615, 2.529996], [3.504098, 7.497630, -2.034601], [-0.074139, 0.161121, 7.430111], [-2.810497, 6.213877, 6.068737], [1.498564, -1.610717, -5.486558], [-1.509266, -0.186646, -3.960703], [0.551693, -1.483432, -6.664020], [-2.074470, -1.501471, -4.552948], [-4.769863, 4.482271, 0.181569], [-6.364637, -4.823152, -5.112043], [6.081609, -4.223122, 3.700266], [5.652964, -5.252116, -3.308617], [-3.050929, 0.266686, -0.459596], [5.180119, -5.545977, -1.894426], [5.214575, -5.427773, 3.369910], [-0.293925, 2.207201, -1.103360], [2.752185, -1.468788, -2.782915], [2.442021, 0.693797, -1.268778], [-0.991583, 0.984004, 5.920097], [4.564736, 7.231899, -2.042315], [5.496007, -6.110780, -3.961263], [-3.127846, 1.206860, -1.000402], [2.337966, 6.112699, 4.975574], [-1.584223, 2.214629, -3.405222], [-1.082264, -5.358297, -5.192488], [-0.868251, -1.522942, 0.977108], [-3.192619, 7.980286, 5.330944], [-4.062322, 3.725110, 0.523218], [2.871274, 6.620772, 0.527153], [2.404170, 4.977337, 0.081316], [0.850177, 2.131092, 0.718947], [0.798750, -4.091360, 3.614324], [-0.959369, -5.574797, 4.787814], [5.528170, -3.508858, 4.309755], [-3.710854, -2.551660, -1.017389], [-0.509578, 3.819569, 1.297009], [-0.679100, -3.009786, -5.151838], [3.348131, -2.918692, -1.443113], [-0.339411, 6.260949, 3.516187], [6.384769, -3.717778, 2.778575], [-6.592020, -5.867587, -4.898386], [1.529646, 3.917351, 5.793391], [5.757272, -7.635987, -1.906683], [2.064634, -3.360178, -2.325329], [-4.388070, 7.249077, -1.875570], [1.187561, 1.767687, 6.749891], [-0.236784, -7.019936, 4.067299], [3.750315, 4.980911, -2.552127], [6.982128, -4.516470, 4.240451], [-1.348219, -2.959341, 0.132540], [-1.986353, 3.107055, 0.698883], [-4.119461, 5.892338, 4.385145], [-0.869654, 0.265030, -4.708866], [1.241271, 4.483305, 2.970587], [6.857258, -6.799412, 3.043186], [-5.752792, 6.129821, -1.835608], [1.488424, -1.320117, 7.136418], [-1.910828, 5.761366, 6.489092], [-5.135707, -4.486092, -3.385488], [4.259987, -4.601405, 1.881313], [2.448251, -1.946618, -5.898496], [-0.017077, 4.178967, 4.977739], [1.542244, -5.525047, 2.900056], [-3.208552, 5.910800, -0.161515], [4.663580, -1.731688, -2.980193], [-0.666610, -6.052279, 1.786070], [1.007114, 7.391543, 3.333133], [0.910414, -0.686778, -7.313083], [-2.110661, -1.337622, -5.629619], [0.982873, -4.207921, 1.862578], [-6.444756, -2.284338, -4.553013], [-7.234652, -4.377419, -5.601860], [-2.365885, 0.480808, -3.888985], [-0.424663, -0.249536, 8.377799], [-7.424020, -5.128355, -2.565868], [6.720261, -5.016499, -3.308057], [2.680341, -0.773244, 0.104959], [-0.082759, -1.763161, 6.450239], [3.230833, 7.820210, -3.038512], [0.376488, 3.046783, -1.295330], [1.115118, -0.478943, -0.235294], [-1.280934, 2.621956, -1.280857], [2.096750, 3.219197, -2.606273], [-5.390161, 7.127845, -0.421378], [3.368138, 8.335023, -1.350771], [-1.952625, -6.661730, 3.813519], [0.083374, -2.175093, -0.393088], [0.436176, 5.181539, 6.368981], [4.105409, -5.735395, -1.899440], [6.981818, -6.542900, -1.247264], [-4.174248, 5.247987, 7.452736], [5.122067, -4.397749, -3.730963], [3.989300, 1.478606, -0.446284], [-5.207607, 4.973048, 1.050883], [5.554370, -6.947465, -0.292162], [-6.912048, -3.556191, -1.933104], [-2.452275, 5.395099, 4.098485], [0.364738, 2.097320, 8.277679], [4.067248, 5.520716, -0.166536], [-0.354237, 0.907326, 0.702484], [4.878994, -5.898561, 4.294923], [-2.525084, -4.560345, -3.595077], [-3.828085, -1.951257, -2.644977], [6.289426, -4.195005, -1.020007], [-5.570693, 3.976881, -0.364519], [6.270900, -5.988965, 1.583819], [1.157002, -2.394253, -4.811134], [-3.561338, 6.816701, 7.999477], [-3.506192, 4.395516, 5.110253], [0.919920, -0.544644, 5.649945], [-1.585403, -3.807278, 3.206104], [-5.529636, -4.786819, -5.811983], [-3.117744, -1.596842, -4.276312], [-4.050856, -0.158953, -0.420486], [-0.157757, 1.933354, -4.418973], [-3.320460, -3.676676, -4.920868], [-2.754272, 0.452492, 0.565031], [1.058909, 0.483008, -5.188300], [1.754713, 1.000653, 8.240810], [0.140222, -3.781165, -6.747148], [-0.886424, -2.934475, -3.392518], [-0.178505, 3.216734, -3.241571], [1.609429, 6.567401, -1.650742], [-0.450806, -1.215213, -6.341015], [-8.067557, -3.637368, -3.266104], [-2.620064, -3.199685, -2.198889], [0.112892, 7.307159, 4.860832], [-4.791729, 6.743346, 6.735810], [5.326764, -7.296309, 2.304949], [-4.118208, 4.355450, -2.319082], [2.719696, 0.068417, -4.939748]],
  "forces_ev_per_angstrom": [[-0.2032, -0.1365, 0.2769], [0.0310, -0.3552, -0.3723], [0.1915, -0.0637, -0.3818], [-0.1519, 0.1303, 0.0075], [-0.1519, 0.0667, -0.1108], [-0.4207, 0.5716, 0.3424], [0.2266, 0.6119, -0.0530], [-0.0302, -0.1274, 0.0998], [-0.1393, 0.0763, -0.0686], [0.4238, 0.3641, 0.4504], [-0.0462, -0.0060, 0.0384], [0.0100, 0.0752, -0.0241], [0.0802, -0.0446, 0.0830], [0.1320, 0.0842, 0.0133], [0.0485, 0.1335, -0.0834], [-0.1417, 0.1086, -0.0454], [0.0742, -0.0491, -0.0269], [0.4279, 0.0562, 0.0113], [0.6687, -0.0145, -0.3235], [-0.2075, -0.5502, -0.3399], [0.0535, 0.0515, 0.0433], [-0.0890, 0.0868, 0.0881], [0.0570, 0.0897, 0.0578], [0.0611, 0.0318, -0.0914], [-0.1111, -0.0595, 0.2332], [0.1787, 0.0441, 0.2601], [0.0738, -0.0645, -0.0220], [-0.1132, -0.0628, -0.0202], [-0.1933, -0.0326, -0.0468], [0.1178, 0.0565, 0.1156], [-0.1599, -0.0080, -0.3720], [-0.1602, -0.0169, 0.0374], [0.1510, 0.1193, -0.2150], [0.2453, 0.3787, -0.0220], [0.2082, -0.3217, -0.2417], [-0.4532, 0.1953, -0.2954], [1.3311, -0.3331, 0.2501], [0.3497, -0.8095, 0.2926], [0.3748, 0.4617, -0.1491], [0.0770, -0.0018, -0.1018], [-0.0472, -0.0760, -0.0677], [-0.0170, 0.0190, -0.1082], [0.0816, 0.0221, 0.0239], [-0.9941, 0.3938, -0.8717], [-0.2070, -0.0855, -0.0321], [-0.0880, -0.0059, -0.0424], [-0.0852, 0.0606, 0.0303], [0.0885, 0.0284, -0.0846], [-0.0061, -0.1732, -0.0209], [-0.0237, -0.0236, -0.1048], [0.1703, -0.0123, -0.1247], [-0.2055, -0.0104, -0.0221], [0.5131, -0.1024, -0.2450], [-0.3635, -0.1232, -0.1627], [-0.0706, 0.3112, 0.0398], [-0.1434, -0.0250, 0.0582], [0.1871, -0.0585, 0.0239], [0.0969, 0.0623, -0.0486], [-0.0960, 0.0548, 0.0526], [-0.0463, 0.1121, 0.0338], [0.1168, -0.0292, -0.1251], [0.2164, -0.1494, -0.1112], [0.1997, 0.0980, 0.0195], [0.4171, -0.5224, 0.4572], [-0.5265, 0.0230, 0.1078], [-0.5267, 0.3442, 0.1509], [0.0174, 0.0130, -0.0011], [0.0100, 0.0155, 0.0517], [0.0071, -0.0003, 0.0012], [0.0468, 0.1851, -0.0152], [0.0684, -0.0360, -0.0484], [-0.1472, 0.0179, -0.0484], [-0.0286, -0.1102, 0.0719], [0.1851, 0.1315, 0.1243], [0.0163, 0.0212, 0.0358], [-0.1372, -0.0640, 0.1010], [0.0030, -0.0089, 0.0224], [-0.0253, 0.0076, 0.0133], [0.3111, -0.2271, 0.0761], [0.0179, -0.0372, 0.0361], [0.0464, -0.0113, 0.0088], [-0.0010, -0.0092, 0.0094], [-0.0117, 0.0141, 0.1942], [-0.1041, 0.2080, -0.0470], [0.1764, 0.0911, 0.2907], [0.0471, -0.1701, -0.1242], [-0.0267, -0.0021, 0.0372], [0.0450, -0.0174, -0.0160], [-0.0111, -0.0023, 0.0122], [0.0136, 0.0072, -0.0008], [0.0080, 0.0260, -0.0332], [-0.5225, 0.1555, 0.2889], [0.0083, 0.0081, 0.0100], [0.0415, -0.0257, -0.0071], [0.0159, 0.0121, -0.0015], [0.0023, 0.0724, -0.0394], [0.0081, -0.0108, -0.0104], [-0.2210, -0.0412, 0.0659], [-0.2502, -0.2498, 0.0499], [-0.0478, -0.0359, 0.0451], [0.0369, -0.1510, -0.0515], [0.0299, -0.0510, 0.0276], [0.0091, 0.0057, -0.0013], [-0.0356, -0.0015, 0.0379], [0.0125, 0.0166, 0.0089], [0.0365, 0.0331, -0.0029], [0.0224, 0.0385, 0.0095], [0.0275, -0.0548, -0.0129], [0.1654, -0.0881, 0.1071], [-0.0651, 0.0023, 0.0794], [0.0270, 0.0008, 0.0147], [0.0481, -0.0081, -0.0256], [0.0580, -0.1235, -0.2514], [-0.0481, 0.0157, -0.0498], [0.0087, 0.0097, 0.0045], [-0.0212, 0.0992, -0.1121], [-0.1862, 0.0445, -0.0840], [0.0006, -0.0171, -0.0016], [0.0070, -0.0361, -0.0095], [-0.0336, -0.0275, 0.0208], [-0.1543, 0.0635, 0.0154], [-0.0415, -0.0001, 0.0070], [-0.0036, -0.0110, -0.0151], [0.0253, -0.0495, -0.0096], [0.0553, 0.2163, 0.4473], [0.0135, 0.0174, 0.0124], [-0.0186, 0.0051, 0.0033], [0.0114, 0.1522, -0.0678], [-0.4345, -0.2408, 0.1152], [-0.2295, -0.0755, -0.0784], [0.0669, 0.1164, 0.1818], [-0.0084, -0.0128, 0.0151], [0.0078, -0.0004, 0.0184], [-0.0009, -0.0072, -0.0119], [0.3948, 0.0296, -0.0072], [0.0032, 0.0642, -0.0326], [-0.0293, 0.0221, 0.0541], [0.0044, -0.0169, -0.0512], [-0.0023, -0.0091, -0.0133], [-0.0494, 0.0012, -0.0174], [0.2584, -0.3280, 0.0080], [0.0150, 0.0166, 0.0024], [-0.0418, -0.0199, -0.0166], [0.0119, -0.0097, 0.0047], [0.0270, -0.0159, 0.0327], [-0.0036, -0.0011, 0.0077], [0.0208, 0.0414, 0.0211], [-0.3442, -0.5520, -0.0716], [-0.0281, -0.0003, 0.0229], [-0.2451, 0.0191, 0.0937], [-0.0772, -0.1080, -0.0135], [0.0010, -0.0014, 0.0545], [-0.0149, 0.0425, -0.0207], [0.0570, 0.0525, 0.0128], [-0.0367, 0.0474, 0.0625], [0.0104, -0.0048, 0.0050], [-0.0175, 0.0004, 0.0043], [0.0335, 0.0100, 0.0239], [-0.0379, -0.0348, -0.0320], [0.0138, -0.0174, 0.0051], [-0.0114, 0.0284, 0.0328], [-0.1306, -0.0369, -0.0095], [-0.1035, 0.0551, -0.0693], [-0.1459, -0.0115, 0.0888], [0.0929, 0.2700, 0.2815], [-0.1464, 0.0005, 0.0777], [0.0063, -0.0133, -0.0060], [-0.1735, -0.2976, 0.0873], [0.1574, -0.0062, 0.0236], [0.0289, 0.0729, -0.0467], [-0.0330, -0.0332, -0.0539], [0.1281, 0.0857, -0.0748], [-0.0210, -0.0423, -0.0174], [-0.1075, 0.0122, -0.0881], [-0.0330, -0.0320, 0.0079], [-0.0222, -0.0377, -0.0150], [0.0071, -0.0052, 0.0106], [0.0209, 0.0446, -0.0309], [0.1519, 0.0425, 0.0477]],
  "total_energy_ev": -179490.3426,
  "max_force_ev_per_a": 1.39,
  "e_homo_ev": -10.907,
  "total_charge": 1,
  "orbital_gap_ev": 8.9
}

---

{
  "formula": "CH4O3S",
  "method": "ωB97M-V with the def2-TZVPD basis set",
  "species": ["S", "O", "O", "O", "C", "H", "H", "H", "H"],
  "positions_angstrom": [[-1.847450, -0.818798, -0.474504], [-0.975930, -2.062427, -0.261745], [0.407479, 1.066729, -0.159134], [1.610176, 0.543469, 1.654306], [1.470618, 0.939475, 0.372993], [2.323562, 1.257989, -0.148375], [-2.763869, -1.125473, -1.571549], [-0.932651, -0.089231, -1.357655], [0.708065, 0.288267, 1.945662]],
  "forces_ev_per_angstrom": [[-3.6110, 1.5469, -2.6750], [2.0293, -1.0228, -0.0831], [-0.6530, -0.1450, -0.1039], [-0.0940, -0.1649, -0.6814], [-1.4584, 0.2890, 1.1696], [1.9311, 0.0392, -0.1583], [0.9269, 0.5213, 1.9174], [0.4236, -1.2245, 0.6820], [0.5053, 0.1608, -0.0674]],
  "e_above_lowest_kcal_mol": 35.02,
  "total_energy_ev": -18073.4044,
  "max_force_ev_per_a": 4.75,
  "e_homo_ev": [-5.188, -11.170],
  "multiplicity": 3,
  "s2": 2.01,
  "orbital_gap_ev": [5.8, 8.7]
}

---

{
  "formula": "C2H4NO3",
  "method": "ωB97M-V with the def2-TZVPD basis set",
  "species": ["O", "O", "O", "N", "C", "C", "H", "H", "H", "H"],
  "positions_angstrom": [[-0.843582, 0.037827, 2.319552], [0.415729, -1.468417, -2.773627], [-0.378795, 1.529195, 0.721345], [0.147560, -0.827759, -0.570230], [-0.288951, 1.064178, 1.888482], [0.220601, -0.637270, -1.895257], [0.364565, 1.583174, 2.628461], [-0.025346, 0.412263, -2.152701], [-0.263221, -0.077500, 0.026751], [0.651439, -1.615692, -0.192775]],
  "forces_ev_per_angstrom": [[0.0753, -0.1434, 0.1637], [0.6306, -0.0529, 0.2038], [0.2475, 0.2815, 0.3255], [0.3575, -0.1142, -0.3572], [-0.4271, -0.3395, -0.0873], [-0.9980, 0.3977, 0.0363], [0.0871, 0.3574, -0.1395], [-0.0461, -0.1113, -0.0641], [0.6086, -0.1775, -0.2526], [-0.5354, -0.0978, 0.1712]],
  "e_above_lowest_kcal_mol": 5.25,
  "total_energy_ev": -9773.5817,
  "max_force_ev_per_a": 1.07,
  "e_homo_ev": -4.817,
  "total_charge": -1,
  "orbital_gap_ev": 9.0
}